{
  "formula": "C30H36IrN5S3Si",
  "method": "ωB97M-V/def2-TZVPD",
  "elements": ["Ir", "S", "C", "N", "C", "C", "C", "C", "C", "C", "S", "H", "H", "H", "H", "C", "Si", "C", "C", "C", "C", "C", "C", "C", "H", "H", "H", "H", "H", "H", "H", "H", "H", "H", "H", "C", "C", "C", "N", "H", "H", "H", "H", "H", "C", "C", "C", "C", "C", "C", "N", "H", "H", "H", "H", "H", "H", "H", "H", "C", "C", "C", "C", "N", "C", "S", "N", "C", "H", "H", "H", "H", "H", "H", "H", "H"],
  "coordinates": [[-1.239, -0.435, 0.052], [-2.968, -2.405, -1.435], [-1.547, -3.197, -1.024], [-0.602, -2.606, -0.323], [0.476, -3.429, -0.086], [1.613, -3.113, 0.652], [2.620, -4.055, 0.781], [2.503, -5.321, 0.210], [1.360, -5.665, -0.496], [0.362, -4.714, -0.645], [-1.171, -4.861, -1.462], [1.671, -2.141, 1.120], [3.512, -3.817, 1.350], [3.300, -6.043, 0.333], [1.231, -6.656, -0.912], [-3.933, 1.561, 1.380], [-3.289, 0.875, -0.292], [-4.852, 0.203, -1.158], [-2.928, 2.376, -1.447], [-1.923, 2.304, -2.410], [-1.748, 3.303, -3.359], [-2.599, 4.400, -3.377], [-3.600, 4.499, -2.420], [-3.752, 3.504, -1.464], [-4.908, 2.041, 1.254], [-3.245, 2.291, 1.812], [-4.056, 0.755, 2.107], [-5.581, 1.012, -1.258], [-5.323, -0.619, -0.614], [-4.611, -0.158, -2.159], [-1.265, 1.443, -2.421], [-0.951, 3.221, -4.089], [-2.484, 5.165, -4.135], [-4.273, 5.348, -2.431], [-4.527, 3.605, -0.710], [1.684, 4.339, 0.084], [0.234, 3.974, -0.258], [-0.121, 2.671, 0.270], [-0.377, 1.628, 0.681], [1.945, 5.285, -0.387], [2.366, 3.568, -0.275], [1.819, 4.438, 1.161], [0.084, 3.947, -1.338], [-0.460, 4.713, 0.146], [-3.555, -2.208, 2.078], [-2.489, -1.551, 2.861], [-2.367, -1.526, 4.285], [-1.181, -0.910, 4.551], [-0.608, -0.573, 3.280], [0.721, 0.043, 3.090], [-1.421, -0.956, 2.274], [-4.503, -2.186, 2.617], [-3.288, -3.257, 1.913], [-3.659, -1.743, 1.099], [-3.078, -1.921, 4.994], [-0.740, -0.706, 5.515], [1.428, -0.424, 3.780], [0.686, 1.112, 3.318], [1.071, -0.070, 2.068], [5.616, -0.886, -3.247], [4.710, -0.579, -2.105], [5.118, -0.457, -0.810], [4.164, -0.130, 0.171], [2.880, 0.024, -0.114], [2.457, -0.147, -1.373], [0.865, -0.051, -1.893], [3.396, -0.403, -2.364], [4.576, 0.042, 1.595], [6.640, -0.978, -2.894], [5.575, -0.093, -3.995], [5.328, -1.823, -3.726], [6.156, -0.597, -0.549], [3.042, -0.513, -3.302], [5.657, 0.137, 1.677], [4.260, -0.824, 2.181], [4.098, 0.923, 2.017]],
  "atomic_forces_ev_per_a": [[-0.2794, -0.4320, -0.4140], [-0.0677, -0.0901, -0.1929], [-0.1626, 0.0226, -0.0361], [-0.0062, 0.1755, 0.1307], [0.0996, -0.2084, 0.0021], [-0.0841, 0.0730, -0.0448], [0.0990, 0.0227, 0.0705], [-0.0220, -0.0720, -0.0217], [-0.0077, 0.0698, 0.0235], [-0.0929, -0.0352, -0.0171], [0.1156, 0.1809, 0.0958], [0.1138, 0.1352, 0.0088], [-0.0426, 0.0292, -0.0018], [-0.0165, -0.0052, 0.0023], [0.0766, 0.0007, -0.0245], [0.0664, 0.0812, -0.3429], [-0.1292, 0.1173, 0.0211], [0.2738, -0.1024, 0.1810], [-0.0352, -0.1860, 0.2631], [-0.0238, 0.0220, -0.0586], [0.0267, 0.0117, -0.0386], [0.0655, -0.0184, -0.0091], [-0.0787, 0.0923, 0.0155], [0.0871, 0.0049, 0.0793], [0.0041, 0.0325, 0.0392], [0.0327, -0.0185, 0.0010], [0.0047, -0.0449, -0.0272], [0.0211, 0.0326, 0.0487], [0.0127, -0.0101, 0.0179], [0.0112, 0.0074, -0.0039], [-0.0045, -0.0259, -0.0129], [-0.0411, -0.0207, -0.0278], [-0.0083, 0.0272, 0.0287], [0.0239, 0.0125, 0.0274], [-0.0655, 0.0065, -0.0656], [-0.0517, -0.0376, 0.0023], [0.2245, 0.2786, -0.0659], [-0.1630, -0.2223, 0.1691], [0.2301, 0.3400, 0.1202], [0.0084, 0.0027, 0.0075], [0.0008, 0.0131, -0.0208], [-0.0004, 0.0038, -0.0029], [-0.0720, -0.0427, 0.0036], [-0.0446, -0.0414, -0.0224], [-0.0931, 0.1526, 0.1304], [0.0003, -0.1065, -0.5413], [0.2962, 0.1968, 0.4999], [-0.4117, -0.1726, 0.3244], [-0.0637, -0.0875, -0.3979], [0.0741, -0.0198, -0.0286], [0.0210, 0.0279, 0.3369], [0.0032, -0.0268, 0.0171], [0.0053, -0.0047, -0.0619], [0.0214, -0.0690, -0.0078], [-0.0316, -0.0323, -0.0632], [0.0294, -0.0009, -0.0208], [0.0413, 0.0525, 0.0080], [-0.0009, 0.0000, -0.0050], [0.0464, 0.0347, -0.0919], [0.0424, -0.0371, -0.0312], [-0.1887, 0.0269, 0.0151], [0.3317, -0.0371, 0.0216], [-0.5759, -0.0429, -0.2899], [0.5115, 0.0048, 0.6838], [-0.8090, 0.0548, -1.0225], [0.2978, -0.0686, 0.1568], [0.5449, -0.1097, 0.4344], [0.0990, 0.0383, 0.0652], [0.0050, -0.0016, -0.0250], [-0.0193, -0.0036, -0.0041], [-0.0265, 0.0082, -0.0046], [-0.0008, 0.0211, -0.0281], [-0.1451, 0.0144, -0.0126], [-0.0059, 0.0007, 0.0570], [-0.0426, 0.0042, -0.0432], [-0.0549, 0.0004, 0.0212]],
  "largest_force_ev_per_a": 1.30,
  "multiplicity": 5,
  "homo_ev": [-5.41, -6.72],
  "orbital_gap_ev": [5.0, 5.4],
  "lumo_ev": [-0.40, -1.37],
  "total_charge": 0
}

=====

{
  "formula": "C18H13F4",
  "method": "ωB97M-V/def2-TZVPD",
  "elements": ["F", "C", "C", "C", "F", "C", "C", "C", "C", "C", "C", "F", "C", "C", "F", "C", "C", "H", "H", "H", "H", "H", "H", "H", "C", "C", "C", "C", "C", "H", "H", "H", "H", "H", "H"],
  "coordinates": [[-3.205, 3.075, -1.260], [-2.911, 1.754, -1.308], [-3.941, 0.829, -1.364], [-3.663, -0.526, -1.400], [-4.677, -1.424, -1.443], [-2.355, -0.948, -1.391], [-1.277, -0.039, -1.345], [0.027, -0.590, -1.335], [1.335, -0.049, -1.359], [2.408, -0.963, -1.291], [3.719, -0.551, -1.306], [4.727, -1.454, -1.241], [4.006, 0.800, -1.389], [2.981, 1.730, -1.473], [3.285, 3.048, -1.556], [1.667, 1.315, -1.466], [-1.600, 1.330, -1.295], [-4.965, 1.161, -1.375], [-2.176, -2.008, -1.424], [0.024, -1.665, -1.305], [2.222, -2.021, -1.234], [5.032, 1.126, -1.389], [0.918, 2.069, -1.580], [-0.846, 2.083, -1.210], [-1.122, -0.393, 2.807], [-0.634, -1.473, 3.726], [0.694, -1.554, 3.615], [1.168, -0.570, 2.649], [0.133, 0.122, 2.166], [-1.814, -0.796, 2.055], [-1.636, 0.400, 3.367], [-1.240, -2.081, 4.379], [1.317, -2.241, 4.164], [2.198, -0.416, 2.372], [0.203, 0.918, 1.442]],
  "atomic_forces_ev_per_a": [[0.3104, -1.2598, -0.0335], [0.3078, 0.2251, 0.0076], [-0.7512, 0.0904, -0.0193], [-0.1646, -0.1472, -0.0288], [0.9975, 0.8740, 0.0388], [-0.0346, -0.8223, -0.0195], [-0.5644, 0.3359, 0.0276], [0.0521, 0.1934, 0.0793], [0.5509, 0.3038, -0.1086], [0.0349, -0.8174, 0.0271], [0.1421, -0.1583, 0.0244], [-0.9876, 0.8790, -0.0567], [0.7502, 0.0918, 0.0427], [-0.3110, 0.2292, 0.0593], [-0.3187, -1.2555, 0.0362], [-0.0369, 0.7682, -0.1060], [0.0440, 0.7604, 0.0800], [-0.2295, 0.1145, 0.0115], [0.1360, -0.2986, -0.0037], [0.0009, -0.4078, 0.0139], [-0.1395, -0.2917, 0.0680], [0.2298, 0.1127, -0.0305], [-0.1311, 0.2338, -0.0054], [0.1355, 0.2327, 0.0208], [-0.3180, 0.1749, 0.0048], [0.1105, 0.1513, -0.1972], [0.2295, -0.2642, 0.2003], [0.3240, -0.0423, -0.0918], [-0.1548, -0.2159, -0.0200], [-0.1158, 0.1263, 0.1288], [-0.0935, -0.1150, -0.1564], [-0.1723, 0.0841, -0.0576], [0.1404, -0.0204, 0.0112], [0.1870, -0.0233, 0.0474], [-0.1600, 0.1580, 0.0052]],
  "largest_force_ev_per_a": 1.33,
  "homo_ev": -11.36,
  "orbital_gap_ev": 4.6,
  "lumo_ev": -6.76,
  "total_charge": 1
}

=====

{
  "formula": "C7H14NO3",
  "method": "ωB97M-V/def2-TZVPD",
  "elements": ["C", "C", "O", "O", "H", "H", "H", "C", "C", "C", "C", "C", "O", "N", "H", "H", "H", "H", "H", "H", "H", "H", "H", "H", "H"],
  "coordinates": [[0.392, 3.418, -1.131], [0.614, 3.841, 0.305], [-0.315, 3.691, 1.147], [1.775, 4.193, 0.654], [1.277, 3.113, -1.699], [-0.046, 4.310, -1.630], [-0.264, 2.501, -1.136], [0.382, -2.330, 0.895], [1.616, -1.559, 0.428], [-0.689, -2.533, -1.327], [-1.189, 0.131, 1.287], [-1.436, -0.731, 0.081], [-2.040, -0.439, -0.932], [-0.755, -1.965, 0.084], [0.572, -3.392, 0.666], [0.157, -2.168, 1.933], [2.554, -1.311, 0.946], [1.290, -0.493, 0.357], [-1.697, -2.621, -1.664], [-1.991, 0.869, 1.174], [1.803, -1.753, -0.621], [-0.362, -1.707, -1.943], [-0.152, -3.477, -1.245], [-1.215, -0.271, 2.292], [-0.282, 0.683, 1.080]],
  "atomic_forces_ev_per_a": [[-0.9381, -0.5572, -0.6971], [1.4766, -0.6957, 2.6563], [-0.6360, 0.0053, -1.0821], [-0.0613, 0.2767, -1.0068], [0.2505, 0.4145, 0.4041], [-0.1549, -0.8352, -0.0721], [0.0699, 1.2373, -0.1716], [0.9751, -0.1623, -0.4097], [-0.3160, 2.9687, -0.6052], [-0.5599, 1.0426, 2.2230], [-1.6007, 1.2180, -1.0926], [1.9053, -2.1463, 0.4804], [-0.4945, 0.7216, 0.5227], [-0.8578, -0.2369, -1.9803], [-0.2783, 0.1729, 0.7157], [0.0083, -0.1193, 0.5170], [-0.2284, -1.4329, 0.4326], [-0.1236, -0.4980, -0.0361], [-0.7244, -0.7510, -0.1449], [0.2718, 0.2226, 0.5008], [0.3868, -0.5056, -0.1219], [1.0510, -0.3409, -0.5691], [0.1243, 0.2762, -0.6342], [0.1557, -0.4988, -0.1173], [0.2986, 0.2237, 0.2881]],
  "largest_force_ev_per_a": 3.12,
  "homo_ev": -3.54,
  "orbital_gap_ev": 6.5,
  "lumo_ev": 2.97,
  "total_charge": -1
}